{"formula": "H27O14", "method": "ωB97M-V/def2-TZVPD", "e_homo_ha": -0.226, "multiplicity": 1, "gap_ev": 8.795, "e_tot_ev": -29105.16587, "lumo_energy_ev": 2.642, "charge": -1, "de_lowest_kcal_mol": 57.7, "elements": ["O", "O", "O", "O", "O", "O", "O", "O", "O", "O", "O", "O", "O", "O", "H", "H", "H", "H", "H", "H", "H", "H", "H", "H", "H", "H", "H", "H", "H", "H", "H", "H", "H", "H", "H", "H", "H", "H", "H", "H", "H"], "coordinates": [[3.361, 0.628, -3.691], [0.307, 1.091, 0.772], [-1.156, 0.569, -4.695], [-1.829, 0.122, 1.565], [1.163, 1.552, -1.603], [-3.545, 1.283, -0.833], [0.915, 2.931, 3.308], [1.449, -3.399, -0.948], [3.293, 2.235, 2.195], [3.181, -1.957, -2.369], [-0.666, -1.655, 3.790], [-0.352, -3.932, 2.416], [-3.582, -1.544, -3.142], [-2.342, 2.122, 3.197], [2.765, 2.106, 2.984], [0.193, 3.446, 3.647], [-1.591, -1.771, 4.022], [0.971, 0.444, 1.034], [0.362, -4.527, 2.196], [-2.996, 2.791, 3.349], [-2.160, 1.458, 2.488], [-0.880, 0.514, 1.116], [0.769, 1.601, -0.642], [1.985, 2.048, -1.513], [-0.884, -3.683, 1.656], [1.918, -3.004, -1.709], [-1.502, -0.215, 2.413], [-4.170, -1.078, -2.551], [3.650, -1.754, -1.554], [2.864, 1.909, 1.401], [-1.167, 0.901, -3.781], [2.668, 0.636, -4.375], [-0.903, -0.345, -4.509], [-2.950, 0.997, -0.123], [-4.371, 0.872, -0.551], [3.661, -1.659, -3.148], [0.646, 2.347, 2.578], [2.761, 1.011, -3.032], [-3.325, -0.834, -3.745], [1.302, -2.697, -0.318], [-0.316, -2.527, 3.548]], "forces_ev_per_angstrom": [[-1.161, 0.488, -0.505], [0.165, 0.339, 0.336], [-0.018, -0.407, 0.777], [0.545, 0.464, -0.190], [0.198, 0.492, 0.361], [-0.262, -0.302, 0.198], [1.084, -0.265, 0.126], [0.010, -0.657, -0.220], [1.515, 0.040, -0.301], [-0.213, -0.567, -0.058], [0.160, 0.418, 0.353], [-0.236, -0.004, 0.776], [0.046, 0.131, -0.497], [1.569, 0.091, 1.951], [-0.680, 0.047, -0.305], [-0.785, -0.239, -0.215], [0.050, -0.194, 0.029], [-0.061, -0.077, -0.097], [0.004, -0.111, -0.659], [-0.572, -0.307, -1.170], [-1.217, 0.414, -0.799], [-0.388, -0.077, 0.387], [0.143, -0.859, -0.585], [-0.146, 0.201, 0.039], [0.367, -0.179, -0.335], [-0.219, 0.043, 0.463], [0.025, -0.361, -0.271], [-0.141, 0.081, 0.502], [0.257, 0.238, -0.433], [-0.609, -0.060, 0.442], [0.008, 0.401, -0.258], [0.670, -0.335, -0.438], [0.038, -0.036, -0.370], [0.315, 0.017, 0.027], [-0.005, 0.164, -0.097], [0.120, 0.482, 0.410], [-0.686, 0.305, -0.047], [0.370, -0.257, 0.856], [0.203, -0.135, -0.051], [-0.089, 0.444, 0.024], [-0.373, 0.126, -0.156]]}